[1]
ORCA calculation (ωB97M-V/def2-TZVPD) on a cluster of 2 separate species, C35H42FNO6 in total at a distorted geometry.

Calculated values
- calculated total energy (Eh) = -1964.9399
- LUMO (hartree) = -0.0090
- spin multiplicity = 1
- SMILES = CC[C@H](F)c1c(N)cc(C[C@H](C)OCc2ccccc2)c2c1C(=O)c1ccc(CCCCO)cc1C2=O.CCOC(C)=O

Structure (XYZ):
```
85
Properties=species:S:1:pos:R:3:forces:R:3
C 8.22173 0.70709 2.65982 -0.204 -0.110 0.242
C 6.97909 1.61380 2.56194 0.822 -0.101 -0.201
C 5.68079 0.78338 2.59736 -0.228 1.393 0.637
F 5.83355 -0.47206 2.03942 -0.149 0.041 0.061
C 4.52202 1.55863 1.98259 0.338 -0.374 0.131
C 3.66645 2.30287 2.80243 -0.154 -0.024 0.622
N 3.85213 2.36081 4.19509 0.220 -0.104 -0.231
C 2.60664 3.02019 2.26428 -0.021 0.169 -0.041
C 2.36126 3.06302 0.90308 -0.208 0.689 0.433
C 1.19704 3.91061 0.41135 -0.190 -0.738 0.829
C 0.24216 3.20543 -0.56738 -0.365 1.224 -1.148
C -0.10153 4.21006 -1.71597 -0.068 -0.145 0.418
O -0.97367 2.82713 0.09478 0.624 -0.349 -0.064
C -1.87075 2.22615 -0.82068 -0.718 0.067 0.496
C -2.71446 1.13565 -0.18642 0.248 0.237 -0.161
C -2.56586 0.66941 1.10363 0.342 0.186 0.165
C -3.38276 -0.35995 1.54278 0.038 -0.599 1.008
C -4.33165 -0.94058 0.73897 -0.849 -0.338 -0.929
C -4.49153 -0.47329 -0.56368 0.182 0.106 -0.032
C -3.68078 0.55359 -0.99243 -0.159 0.325 -0.861
C 3.22794 2.34441 0.09798 -0.209 0.021 -1.424
C 4.27341 1.59349 0.62298 0.461 -0.433 -0.513
C 5.11607 0.82257 -0.38746 0.233 -0.102 -0.004
O 6.32177 0.69329 -0.30684 -0.914 0.064 -0.064
C 4.30740 0.23131 -1.52522 0.692 0.477 1.046
C 4.56581 -1.02829 -2.00281 0.136 -0.844 -0.379
C 3.76703 -1.52894 -3.02216 0.332 0.103 0.449
C 2.73696 -0.75977 -3.54323 -0.292 -1.016 -1.441
C 1.87593 -1.38581 -4.63463 -0.478 -0.466 0.546
C 0.65946 -2.08506 -3.94272 0.344 0.483 0.141
C 1.03163 -3.38397 -3.18487 -0.234 0.101 0.071
C 0.71675 -3.35365 -1.68168 -0.234 -0.478 0.503
O 0.05330 -4.57837 -1.30238 0.327 0.117 -0.134
C 2.48288 0.50967 -3.06515 -0.100 0.300 -0.036
C 3.27714 0.99274 -2.04714 -0.141 0.987 0.459
C 3.07062 2.34944 -1.40718 -0.166 0.017 -0.086
O 2.78283 3.34650 -2.04384 0.060 -0.639 0.350
H 9.14312 1.27964 2.81778 -0.257 0.018 -0.132
H 8.34845 0.06485 1.78306 -0.101 0.185 0.137
H 8.09564 0.06024 3.54056 0.151 0.018 -0.226
H 7.01601 2.26145 1.67782 -0.008 -0.368 0.036
H 7.03088 2.29597 3.42302 -0.491 -0.204 -0.105
H 5.42838 0.66318 3.65995 0.226 -0.554 -0.270
H 3.98444 1.45687 4.62674 -0.024 0.175 0.153
H 3.15058 2.91438 4.66312 -0.021 -0.190 0.042
H 1.95985 3.56967 2.94854 0.037 -0.141 -0.161
H 0.59762 4.15611 1.30212 0.091 -0.052 -0.253
H 1.57235 4.86998 0.04154 -0.073 -0.332 -0.268
H 0.64675 2.28403 -1.01131 0.213 0.202 0.249
H -0.94121 4.82581 -1.36230 0.103 -0.155 -0.165
H -0.38704 3.69378 -2.63880 0.014 0.220 0.137
H 0.72633 4.89523 -1.91479 -0.042 -0.372 -0.129
H -2.56396 3.01196 -1.16676 0.219 -0.264 -0.261
H -1.36760 1.77751 -1.69290 0.106 0.264 0.219
H -1.80800 1.09771 1.75528 -0.143 -0.054 -0.125
H -3.28629 -0.77850 2.54466 0.138 0.322 -0.107
H -4.98120 -1.74696 1.06912 0.312 0.138 0.291
H -5.20310 -0.88027 -1.27939 -0.002 -0.115 0.374
H -3.80457 0.92677 -2.01303 0.066 -0.068 0.204
H 5.34960 -1.66291 -1.59617 0.003 0.360 0.067
H 3.94836 -2.53818 -3.38240 -0.037 0.236 -0.098
H 2.43419 -2.16325 -5.17381 0.047 0.326 0.047
H 1.53933 -0.64403 -5.36802 0.033 -0.055 0.232
H 0.28199 -1.35184 -3.21309 -0.165 -0.214 -0.229
H -0.15190 -2.28420 -4.65238 0.241 0.079 0.034
H 0.47657 -4.21949 -3.63068 0.111 0.124 0.251
H 2.09466 -3.62616 -3.28814 -0.210 0.054 -0.192
H 1.63458 -3.28100 -1.07722 -0.112 0.247 -0.303
H 0.05300 -2.52764 -1.38620 0.218 0.031 -0.334
H 0.32288 -4.77568 -0.40060 -0.158 -0.065 -0.046
H 1.66790 1.10653 -3.47203 0.194 -0.029 0.053
C -9.63366 -4.00170 0.71069 0.086 0.116 -0.109
C -9.32569 -4.09709 2.19059 -0.185 0.048 -0.192
O -7.97846 -3.71072 2.47381 0.188 -0.288 0.247
C -7.58516 -2.43429 2.64312 -0.079 0.306 -0.228
C -8.52884 -1.31393 2.27564 -0.359 0.016 0.398
O -6.46835 -2.20718 3.01868 0.012 -0.209 0.050
H -9.54066 -2.97882 0.34444 -0.087 0.012 0.045
H -10.64676 -4.34979 0.50596 0.013 -0.013 0.017
H -8.93096 -4.60908 0.13928 -0.040 -0.068 0.055
H -10.02823 -3.52733 2.80173 0.038 0.069 -0.047
H -9.40795 -5.13464 2.51174 0.176 0.028 0.070
H -8.29792 -0.97460 1.26636 0.020 0.001 0.011
H -8.37115 -0.49410 2.97325 0.206 0.028 -0.122
H -9.58159 -1.57977 2.33681 0.015 -0.056 -0.176
```
Positions in Å, forces in eV/Å.

***

[2]
ORCA calculation (ωB97M-V/def2-TZVPD) on a structure of composition C35H42GeIrO3Sb2.

Calculated values
- calculated total energy (Eh) = -4246.1200
- LUMO (alpha / beta) (hartree) = 0.0185 / -0.0641
- spin multiplicity = 6
- ΔE to the lowest compared entry with this formula, charge and spin (kcal/mol) = 0.0

Structure (XYZ):
```
84
Properties=species:S:1:pos:R:3:forces:R:3
Ir -0.30968 -0.73441 -0.42461 0.249 -0.117 -0.259
C -1.76307 3.32295 -0.83020 0.038 -0.410 0.071
Sb -1.33899 1.39488 -1.71095 -0.254 0.373 -0.571
C -0.28525 2.10274 -3.44391 0.048 -0.136 0.262
C -3.19892 1.01927 -2.77736 0.325 -0.005 0.208
C -4.36407 0.67470 -1.91028 -0.138 0.034 0.137
C -5.11601 1.72469 -1.37734 -0.017 -0.033 -0.025
C -6.22662 1.50131 -0.58410 0.027 0.034 0.016
C -6.61706 0.19793 -0.31470 -0.029 -0.010 0.051
C -5.88819 -0.85343 -0.83955 0.001 0.064 -0.038
C -4.74849 -0.64565 -1.62063 -0.077 0.102 0.061
C -3.95755 -1.82982 -2.06077 0.403 -0.031 0.113
Sb -2.46423 -2.34841 -0.55916 -0.506 -0.113 0.011
C -2.78775 -4.46812 -0.50277 0.325 0.195 -0.033
C -3.61797 -1.87253 1.19949 0.250 0.030 -0.126
H -2.27463 3.97204 -1.53939 0.011 -0.075 -0.083
H -0.81358 3.76886 -0.53874 0.036 -0.006 -0.019
H -2.37360 3.20075 0.06283 -0.033 -0.019 -0.015
H -0.83066 2.94302 -3.87085 -0.025 0.026 0.056
H -0.22336 1.29496 -4.16863 -0.026 -0.099 0.043
H 0.71725 2.42368 -3.16509 -0.001 0.033 0.009
H -2.94931 0.23761 -3.49108 0.075 0.012 -0.044
H -3.39318 1.94999 -3.31192 0.027 -0.027 -0.058
H -4.81744 2.74154 -1.60742 -0.019 0.014 -0.006
H -6.78993 2.33802 -0.19228 0.006 -0.005 0.027
H -7.47571 0.00328 0.31480 -0.044 -0.011 -0.065
H -6.20487 -1.87079 -0.63987 0.028 -0.015 0.010
H -3.40068 -1.67699 -2.98093 0.045 -0.081 -0.041
H -4.57588 -2.72174 -2.15780 -0.020 0.019 -0.009
H -3.84745 -4.64349 -0.32531 -0.025 0.086 0.000
H -2.20545 -4.91614 0.29977 0.020 0.003 -0.004
H -2.48193 -4.88350 -1.45900 0.047 0.018 -0.033
H -4.57161 -2.39579 1.18688 -0.008 -0.021 -0.049
H -3.79850 -0.79954 1.24060 -0.022 0.008 -0.009
H -3.05689 -2.16620 2.08566 0.057 -0.024 -0.023
C 2.24479 -2.73264 -3.77763 0.023 0.080 0.160
C 1.35542 -2.48086 -2.57014 -0.328 -0.273 0.002
C 1.51961 -3.55336 -1.50430 0.190 0.284 -0.060
O 1.71443 -1.21896 -1.94211 -0.157 -0.230 0.191
C -0.13991 -2.40373 -3.00657 -0.339 -0.103 0.185
O -0.80296 -3.45258 -3.06517 0.209 0.170 0.065
O -0.58097 -1.23124 -3.19780 0.007 0.424 0.139
H 3.28621 -2.76391 -3.45497 0.042 -0.003 -0.054
H 2.12527 -1.94400 -4.52360 -0.025 -0.005 -0.009
H 1.98411 -3.68571 -4.23640 -0.027 0.005 -0.009
H 2.57566 -3.69897 -1.27484 0.021 0.026 0.078
H 1.08171 -4.48467 -1.85268 -0.039 0.019 0.008
H 1.00574 -3.22965 -0.59170 0.013 -0.129 0.019
H 1.62943 -0.54072 -2.62589 -0.215 -0.008 -0.010
C 0.64138 -0.37181 1.37340 -0.433 -0.260 -0.295
Ge 2.14239 0.60589 1.98402 0.633 0.334 0.284
C 2.08605 0.80325 3.94944 -0.091 -0.102 -0.465
C 1.36863 -0.13082 4.69271 0.007 0.013 -0.054
C 1.26109 -0.01020 6.07042 -0.009 -0.022 0.005
C 1.86175 1.06026 6.71755 -0.021 -0.031 0.031
C 2.58520 1.99283 5.98823 0.030 0.038 0.038
C 2.70086 1.86114 4.61175 0.044 0.000 -0.028
C 3.76560 -0.36595 1.39055 -0.426 0.262 0.076
C 4.86815 0.23845 0.79707 -0.010 0.055 0.048
C 5.93826 -0.52695 0.35299 0.091 0.018 -0.045
C 5.92170 -1.90514 0.50490 -0.029 0.020 0.028
C 4.82734 -2.51744 1.10096 0.011 -0.077 -0.002
C 3.75606 -1.75172 1.53297 -0.030 0.030 -0.006
C 2.01704 2.41792 1.18748 -0.098 -0.425 0.065
C 1.31420 3.41468 1.86212 0.072 -0.016 0.027
C 1.12807 4.66417 1.28798 -0.008 0.050 0.020
C 1.63488 4.93090 0.02296 -0.030 0.016 0.009
C 2.29286 3.93165 -0.68026 -0.008 0.025 -0.067
C 2.47157 2.68141 -0.10360 0.066 -0.091 0.025
H 0.88255 -0.95050 4.17483 -0.038 -0.022 0.067
H 0.70364 -0.74735 6.63480 -0.009 0.023 0.019
H 1.76147 1.16982 7.78979 0.026 -0.007 0.010
H 3.05614 2.82636 6.49418 0.010 0.001 -0.004
H 3.26924 2.59369 4.04889 -0.007 0.029 0.023
H 4.89653 1.31585 0.67929 0.034 0.001 -0.010
H 6.78792 -0.04727 -0.11701 0.006 0.015 0.017
H 6.75980 -2.49938 0.16405 -0.007 -0.006 -0.016
H 4.80667 -3.59365 1.22093 0.003 -0.003 0.005
H 2.89055 -2.23034 1.97921 0.026 -0.070 -0.018
H 0.91579 3.20748 2.84901 -0.005 0.068 0.012
H 0.58254 5.42997 1.82552 0.027 0.015 0.010
H 1.50816 5.91273 -0.41508 -0.020 -0.004 -0.025
H 2.66708 4.12668 -1.67804 0.020 0.012 0.004
H 2.98157 1.89870 -0.65558 0.020 0.039 -0.053
```
Positions in Å, forces in eV/Å.

***

[3]
ORCA calculation (ωB97M-V/def2-TZVPD) on a structure of composition C35H43Br3CdClN3O7.

Calculated values
- calculated total energy (Eh) = -10400.3550
- LUMO (hartree) = 0.1371
- spin multiplicity = 1
- charge = -2
- ΔE to the lowest compared entry with this formula, charge and spin (kcal/mol) = 0.0

Structure (XYZ):
```
93
Properties=species:S:1:pos:R:3:forces:R:3
Cd -1.53748 0.50990 -0.80217 0.414 0.047 -0.214
C 0.14367 8.43973 0.24549 0.020 -0.001 0.024
C 1.07950 7.38506 -0.34563 0.012 -0.034 0.003
C 2.20609 7.12424 0.66429 -0.010 -0.006 0.010
C 1.68750 7.96233 -1.63250 -0.013 0.010 0.013
C 0.35223 6.07801 -0.65663 -0.009 0.013 -0.082
C 1.04199 5.01863 -1.24310 0.030 0.001 0.078
C 0.38216 3.85244 -1.54544 0.035 0.007 -0.081
Br 1.36842 2.45047 -2.37669 -0.006 -0.005 0.017
C -1.00048 3.61542 -1.31407 0.110 -0.035 -0.044
O -1.55063 2.51817 -1.71633 0.019 -0.060 0.083
C -1.68303 4.68155 -0.66525 -0.032 0.099 0.054
C -0.99347 5.86381 -0.39083 -0.027 -0.051 0.035
C -3.16539 4.64063 -0.24504 0.012 -0.012 0.017
C -3.29108 5.07796 1.22690 0.047 0.006 -0.003
C -3.82482 3.26237 -0.33838 0.029 -0.109 -0.063
C -3.96377 5.60785 -1.13230 0.026 -0.015 -0.030
H 0.70554 9.35738 0.44300 -0.005 0.004 -0.005
H -0.29278 8.10283 1.18760 -0.005 -0.004 -0.005
H -0.66951 8.67896 -0.44273 -0.008 0.004 0.005
H 2.73595 8.05228 0.90561 0.005 0.000 -0.009
H 2.92944 6.41072 0.26677 -0.001 -0.001 0.008
H 1.79903 6.70401 1.58565 0.002 -0.001 -0.001
H 2.20814 8.90368 -1.42563 0.006 -0.001 -0.002
H 0.90399 8.15184 -2.36908 0.004 0.006 -0.004
H 2.40188 7.26895 -2.07787 -0.003 -0.006 -0.002
H 2.10175 5.08559 -1.45975 -0.007 0.020 -0.030
H -1.55437 6.65918 0.08066 -0.016 0.018 -0.016
H -2.65570 4.45430 1.85793 -0.069 0.021 -0.003
H -4.32685 4.95329 1.55627 0.003 0.000 0.004
H -3.01615 6.12320 1.38462 -0.001 0.019 -0.018
H -3.32552 2.54592 0.31436 -0.069 0.065 -0.005
H -3.81116 2.85524 -1.34534 -0.040 0.032 -0.004
H -4.86500 3.34788 -0.00588 0.002 0.009 0.034
H -3.55099 6.61949 -1.09938 -0.001 0.006 0.015
H -5.00727 5.64869 -0.80353 -0.004 -0.009 -0.005
H -3.94390 5.26653 -2.16978 -0.006 0.011 -0.008
O -0.95662 0.33401 3.04900 0.048 0.038 -0.114
Cl -1.15592 1.66714 2.53835 0.028 0.156 -0.118
O -0.40523 2.61323 3.32180 -0.041 -0.039 -0.036
O -2.55829 1.99664 2.54973 0.182 -0.054 0.086
O -0.66166 1.74465 1.14927 -0.382 -0.207 0.313
Br -0.60833 -3.21779 -4.45901 0.051 0.014 -0.028
C 0.39797 -2.94408 -2.86917 0.029 0.009 -0.062
C 1.28473 -3.93975 -2.45844 0.015 0.084 -0.005
C 2.01791 -3.78827 -1.31413 -0.022 -0.143 0.021
Br 3.20129 -5.20132 -0.79067 -0.026 0.040 -0.015
C 1.90534 -2.62082 -0.52250 -0.019 0.129 0.016
C 2.62542 -2.36294 0.66508 0.025 -0.064 -0.035
C 2.45541 -1.17433 1.31389 -0.041 0.027 -0.005
C 1.53928 -0.23489 0.80395 0.065 -0.064 0.073
N 0.82026 -0.46636 -0.26422 0.029 -0.068 -0.019
C 0.99927 -1.62116 -0.94395 0.048 0.006 0.016
C 0.17146 -1.76316 -2.14203 0.260 0.127 0.042
O -0.63925 -0.85634 -2.45624 -0.362 -0.072 -0.211
H 1.39133 -4.83378 -3.05780 -0.009 -0.011 -0.003
H 3.30749 -3.11280 1.04576 0.004 0.008 -0.011
H 2.99095 -0.95578 2.22856 0.016 0.030 -0.021
H 1.38184 0.71160 1.29766 -0.071 0.049 0.066
O -1.60829 -1.62496 0.56105 -0.087 0.394 0.129
C -1.51535 -2.81305 0.75054 -0.039 -0.328 -0.065
C -1.86048 -3.45338 2.06562 -0.058 -0.011 -0.018
C -3.36016 -3.80572 1.92418 0.022 -0.020 -0.033
C -3.76360 -4.62208 0.67682 0.006 0.069 -0.053
C -3.77631 -3.87289 -0.67469 0.073 0.092 0.016
C -2.38714 -3.61304 -1.31043 -0.130 -0.056 0.091
N -1.33625 -3.70585 -0.28843 0.090 -0.076 0.099
H -1.70233 -2.74917 2.88061 0.012 0.000 0.005
H -1.26715 -4.35788 2.22919 0.007 0.003 0.018
H -3.91834 -2.86657 1.91576 0.013 -0.050 0.012
H -3.66950 -4.35748 2.81572 0.006 0.001 0.018
H -4.78439 -4.97287 0.85174 0.000 -0.013 0.011
H -3.14629 -5.52831 0.61364 -0.014 -0.027 -0.004
H -4.28213 -2.91254 -0.54326 -0.040 0.013 0.029
H -4.38673 -4.44259 -1.37992 -0.009 0.020 -0.011
H -2.35341 -2.61824 -1.75457 -0.010 -0.052 -0.033
H -2.15402 -4.33695 -2.09066 0.011 -0.005 0.018
H -1.23787 -4.65146 0.05064 -0.007 -0.001 -0.018
C -3.23014 0.22663 -3.73224 -0.042 -0.048 0.054
C -4.08058 -0.10104 -2.53973 -0.075 0.016 0.007
C -5.41241 -0.47584 -2.53443 -0.020 0.006 0.058
C -5.78882 -0.62191 -1.17298 0.023 -0.082 -0.063
C -4.66296 -0.33734 -0.42341 0.006 0.039 0.088
C -4.54989 -0.24712 1.06790 -0.037 0.082 -0.018
N -3.62010 -0.02648 -1.25179 -0.069 -0.037 -0.060
H -3.82023 0.78815 -4.46154 0.003 -0.022 -0.022
H -2.84058 -0.66896 -4.22147 0.052 -0.008 0.011
H -2.37431 0.84240 -3.46008 0.009 0.048 0.017
H -6.03675 -0.61032 -3.40754 0.004 0.014 -0.009
H -6.76301 -0.88459 -0.78168 0.001 0.002 0.005
H -4.99458 -1.11840 1.56016 -0.022 0.032 -0.019
H -5.06682 0.63672 1.45365 0.049 0.013 0.013
H -3.51260 -0.16926 1.39185 0.000 -0.052 0.010
```
Positions in Å, forces in eV/Å.

***

- spin multiplicity of number 1 (C35H42FNO6)?
  1

***

- The highest spin multiplicity belongs to which entry?
  C35H42GeIrO3Sb2